{"formula": "C44H121N11O20", "method": "ωB97M-V/def2-TZVPD", "symbols": ["C", "O", "C", "C", "N", "C", "C", "O", "C", "H", "H", "H", "H", "H", "H", "H", "H", "H", "H", "H", "H", "H", "H", "H", "C", "O", "C", "C", "N", "C", "C", "O", "C", "H", "H", "H", "H", "H", "H", "H", "H", "H", "H", "H", "H", "H", "H", "H", "C", "O", "C", "C", "N", "C", "C", "O", "C", "H", "H", "H", "H", "H", "H", "H", "H", "H", "H", "H", "H", "H", "H", "H", "C", "O", "C", "C", "N", "C", "C", "O", "C", "H", "H", "H", "H", "H", "H", "H", "H", "H", "H", "H", "H", "H", "H", "H", "C", "O", "C", "C", "N", "C", "C", "O", "C", "H", "H", "H", "H", "H", "H", "H", "H", "H", "H", "H", "H", "H", "H", "H", "C", "O", "C", "C", "N", "C", "C", "O", "C", "H", "H", "H", "H", "H", "H", "H", "H", "H", "H", "H", "H", "H", "H", "H", "C", "O", "C", "C", "N", "C", "C", "O", "C", "H", "H", "H", "H", "H", "H", "H", "H", "H", "H", "H", "H", "H", "H", "H", "C", "O", "N", "N", "H", "H", "H", "H", "C", "O", "N", "N", "H", "H", "H", "H", "O", "H", "H", "O", "H", "H", "O", "H", "H", "O", "H", "H"], "coordinates": [[3.46392, -5.67850, 3.42098], [4.69349, -5.04263, 2.86605], [5.93229, -5.55860, 3.45521], [7.11316, -4.71357, 2.87478], [7.05748, -3.34941, 3.49732], [7.86092, -2.38747, 2.72859], [7.34729, -0.95628, 2.87537], [6.16496, -0.70926, 2.15758], [5.93814, 0.60539, 1.70116], [2.52933, -5.19227, 3.14128], [3.43098, -5.61984, 4.50891], [3.34124, -6.71217, 3.09762], [5.89331, -6.62962, 3.25644], [6.03937, -5.45042, 4.53453], [7.08404, -4.62983, 1.78839], [8.04307, -5.19459, 3.17810], [6.08156, -3.09306, 3.45307], [7.80213, -2.67842, 1.67978], [8.84458, -2.51739, 3.17985], [8.09557, -0.25461, 2.50680], [7.22679, -0.79360, 3.94640], [5.30936, 0.39920, 0.83501], [6.77725, 1.21500, 1.36596], [5.22796, 1.15746, 2.31676], [-1.47901, 2.86319, -1.64321], [-0.95672, 2.56921, -0.36260], [-0.28815, 1.26350, -0.19558], [-0.00297, 1.13529, 1.28275], [0.57394, -0.13123, 1.66178], [2.04164, -0.15488, 1.37537], [2.69148, -1.27302, 2.19909], [2.36911, -0.91984, 3.57481], [3.07710, -1.71393, 4.54357], [-2.36728, 2.24354, -1.76613], [-0.75875, 2.61302, -2.42214], [-1.88514, 3.86114, -1.47812], [0.58432, 1.24993, -0.84881], [-0.91450, 0.42659, -0.50440], [-0.93966, 1.29370, 1.81718], [0.71260, 1.90615, 1.56882], [0.55221, -0.31781, 2.65416], [2.49937, 0.75177, 1.77105], [2.23515, -0.34804, 0.32021], [3.75813, -1.13670, 2.02085], [2.37884, -2.25371, 1.84048], [2.73360, -1.38941, 5.52581], [4.12730, -1.49701, 4.73881], [2.87448, -2.78490, 4.55055], [3.72607, -9.82614, 9.13955], [3.58571, -8.42620, 8.96409], [2.28318, -7.85613, 9.20248], [2.35585, -6.32926, 9.14462], [2.70687, -5.95644, 7.79325], [3.07221, -4.55805, 7.68735], [4.07483, -3.93198, 8.60556], [5.44277, -4.44989, 8.44844], [5.80941, -5.45341, 9.37967], [4.75439, -10.18594, 9.17436], [3.33802, -10.41891, 8.31121], [3.18400, -10.10448, 10.04331], [1.94775, -8.25632, 10.15927], [1.64508, -8.32421, 8.45294], [3.15840, -6.10940, 9.84867], [1.40594, -5.85408, 9.38950], [3.49839, -6.55528, 7.60620], [2.14665, -3.99266, 7.79590], [3.45285, -4.31828, 6.69452], [3.64701, -3.96752, 9.60747], [4.03188, -2.87000, 8.36380], [6.77973, -5.85787, 9.09159], [5.20408, -6.35344, 9.27184], [5.77816, -5.15947, 10.42883], [-9.72098, 0.63689, -1.62780], [-8.40111, 0.84134, -1.24814], [-7.83267, -0.17307, -0.38745], [-6.44239, 0.20629, 0.08757], [-6.41717, 1.43987, 0.83483], [-5.02022, 1.91228, 1.10675], [-5.02369, 3.40981, 1.47093], [-5.48741, 4.16305, 0.33587], [-5.55035, 5.54177, 0.64838], [-9.99399, 1.40688, -2.34939], [-10.46022, 0.66992, -0.82747], [-9.87657, -0.28333, -2.19090], [-7.86537, -1.13984, -0.88983], [-8.42128, -0.18741, 0.52984], [-5.77295, 0.26952, -0.77031], [-6.00561, -0.58249, 0.70007], [-6.81744, 2.14961, 0.23805], [-4.47359, 1.75856, 0.17633], [-4.50685, 1.30005, 1.84818], [-3.99833, 3.70160, 1.69807], [-5.55149, 3.57316, 2.41052], [-5.64105, 5.96952, -0.35007], [-4.64100, 5.85600, 1.16069], [-6.39202, 5.84176, 1.27263], [-0.70025, -6.21494, -4.14772], [0.15797, -5.32920, -3.39725], [-0.53904, -4.58966, -2.32805], [0.36410, -3.42411, -1.95155], [0.40618, -2.35968, -2.97941], [1.36124, -1.26976, -2.66234], [2.81538, -1.92441, -2.70327], [2.92647, -2.61893, -3.96106], [4.24578, -3.08963, -4.24462], [-1.33551, -5.65993, -4.83802], [-1.44611, -6.65668, -3.48692], [-0.14081, -6.89316, -4.79203], [-0.76463, -5.28600, -1.52039], [-1.53896, -4.25742, -2.60711], [1.28192, -4.01138, -1.92261], [0.09385, -2.98602, -0.99074], [0.79329, -2.67972, -3.85566], [1.21120, -0.98774, -1.62020], [1.23875, -0.34887, -3.23248], [3.06028, -2.44158, -1.77555], [3.55753, -1.12941, -2.63063], [4.50955, -3.62315, -3.33144], [4.92491, -2.24875, -4.38527], [4.19050, -3.76122, -5.10136], [1.35641, 4.42422, -2.62030], [0.57000, 4.84698, -3.76126], [0.93035, 4.10010, -4.94860], [0.26134, 4.75517, -6.16385], [0.94109, 5.98730, -6.65473], [0.09674, 6.64794, -7.68436], [0.36737, 8.11658, -7.96257], [-0.46699, 8.65589, -8.96001], [-0.16482, 10.02046, -9.33587], [1.33133, 3.35293, -2.42077], [0.84523, 4.88922, -1.77734], [2.38647, 4.77569, -2.56078], [0.68142, 3.05098, -4.78894], [2.00972, 4.10480, -5.10039], [-0.80438, 4.89665, -5.98406], [0.25422, 4.05884, -7.00240], [1.76650, 5.61891, -7.10537], [-0.95470, 6.60136, -7.40080], [0.29315, 6.05719, -8.57909], [1.36054, 8.23554, -8.39566], [0.44797, 8.70295, -7.04727], [0.83904, 10.17460, -9.73160], [-0.42228, 10.81474, -8.63520], [-0.71855, 10.36589, -10.20890], [-5.56742, 2.89227, -7.62102], [-4.54010, 3.33436, -6.80678], [-4.47367, 2.56981, -5.60009], [-3.78324, 3.36406, -4.48080], [-4.53374, 4.57716, -4.07096], [-3.96330, 5.42753, -3.03377], [-2.67423, 6.08749, -3.38111], [-3.04057, 7.04813, -4.38237], [-1.96249, 7.95677, -4.79683], [-5.13311, 2.09966, -8.23032], [-5.96311, 3.73745, -8.18422], [-6.46767, 2.52161, -7.13085], [-3.83943, 1.69079, -5.71487], [-5.45015, 2.27435, -5.21632], [-2.75369, 3.63552, -4.71410], [-3.66007, 2.74100, -3.59495], [-5.54337, 4.60416, -4.06881], [-3.98923, 4.83406, -2.11987], [-4.65176, 6.26972, -2.96422], [-1.99386, 5.33638, -3.78241], [-2.18653, 6.64358, -2.58048], [-1.78483, 8.71601, -4.03519], [-2.25770, 8.52213, -5.68075], [-1.07306, 7.40836, -5.10706], [-3.96257, -2.19194, 2.01377], [-4.61577, -2.53639, 1.02884], [-3.13309, -1.17950, 2.17402], [-3.97099, -2.81475, 3.15099], [-2.79170, -0.84827, 1.28304], [-2.61484, -1.12671, 3.03932], [-3.26423, -2.60514, 3.84139], [-4.66118, -3.54647, 3.24219], [-3.00727, -1.55451, -1.66934], [-2.29954, -1.88056, -0.72545], [-2.50153, -1.22592, -2.82333], [-4.29558, -1.57103, -1.74885], [-3.05160, -1.37573, -3.65704], [-1.51513, -1.43544, -2.87996], [-4.77969, -1.87427, -0.91591], [-4.80988, -1.37288, -2.59521], [-1.41897, 4.68436, 1.06991], [-1.32810, 3.84385, 0.62101], [-1.13997, 5.33299, 0.42364], [-0.18410, 0.22505, 4.94495], [0.73234, 0.47244, 5.06810], [-0.67503, 1.02782, 5.12037], [3.40761, 3.10911, 2.26082], [4.27550, 3.43938, 2.49302], [3.39690, 3.11465, 1.30370], [-0.65945, -2.87131, 1.27850], [-1.20045, -2.50952, 0.57660], [-0.15625, -2.12446, 1.60289]], "e_lumo_ha": [-0.0855, -0.2459], "fmax_ev_per_a": 4.69, "charge": 1, "homo_lumo_gap_ha": [0.2780, 0.1176], "homo_ev": [-9.89, -9.89], "multiplicity": 2}